# C81H185N11O17

11 unconnected molecules or ions with the total composition C81H185N11O17 in a non-equilibrium geometry (ωB97M-V/def2-TZVPD, OMol25).

- SMILES = CC1(C)CCCC(C)(C)N1O.CC1(C)CCCC(C)(C)N1O.CC1(C)CCCC(C)(C)N1O.CC1(C)CCCC(C)(C)N1O.CC1(C)CCCC(C)(C)N1O.COCCNCCOC.COCCNCCOC.COCCNCCOC.COCCNCCOC.COCCNCCOC.COCCNCCOC
- relative energy (zero: lowest compared OMol25 entry of this formula, charge and spin) (kcal/mol) = 226.2
- HOMO energy (eV) = -7.90
- frontier orbital gap (eV) = 8.17
- DFT total energy (eV) = -138169.5137

XYZ file:
```
294
Properties=species:S:1:pos:R:3:lowdin_charge:R:1
C -4.5478 -22.4845 5.1419 -0.06
C -4.0283 -22.7731 6.5702 -0.45
C -3.2374 -21.4336 7.1241 -0.11
C -3.3056 -21.2753 8.6105 -0.21
C -4.7348 -21.3562 9.1571 -0.15
C -5.4604 -22.6841 8.8117 -0.46
N -5.2825 -22.9688 7.2971 -0.11
O -6.2387 -23.8857 6.7825 -0.02
C -4.8567 -23.7490 9.7324 -0.03
C -6.9529 -22.5682 9.1034 -0.05
C -3.0378 -23.9201 6.6346 -0.04
H -3.8999 -22.0455 4.3833 0.08
H -5.3473 -21.7490 5.0530 0.07
H -5.0468 -23.3164 4.6450 0.07
H -2.2678 -21.2412 6.6648 0.12
H -3.7581 -20.5648 6.7213 0.10
H -2.9166 -20.3410 9.0153 0.11
H -2.6741 -22.0615 9.0244 0.11
H -5.3158 -20.6576 8.5550 0.11
H -4.8380 -21.0391 10.1949 0.12
H -5.6158 -24.5212 9.8568 0.07
H -4.0845 -24.2775 9.1735 0.07
H -4.5816 -23.4342 10.7391 0.09
H -7.6030 -22.0514 8.3974 0.08
H -7.4276 -23.5446 9.0063 0.07
H -7.0839 -22.0995 10.0787 0.09
H -2.6606 -24.0792 7.6448 0.07
H -2.2236 -23.9039 5.9100 0.09
H -3.6003 -24.8397 6.4735 0.08
H -6.8739 -23.3516 6.3000 0.09
C -11.8845 -22.9276 7.8463 -0.04
C -12.9403 -21.9034 7.3992 -0.47
C -13.1581 -22.1156 5.9127 -0.12
C -14.4063 -21.3448 5.5050 -0.17
C -15.6281 -21.7784 6.3050 -0.13
C -15.4532 -21.7040 7.8260 -0.49
N -14.1252 -22.1486 8.2672 -0.13
O -13.9816 -22.0457 9.6162 -0.01
C -15.8813 -20.3430 8.3736 -0.03
C -16.5001 -22.7410 8.4194 -0.03
C -12.3669 -20.4721 7.7424 -0.02
H -12.1710 -23.9180 7.4926 0.08
H -11.8250 -23.0047 8.9319 0.08
H -10.9249 -22.7323 7.3676 0.09
H -12.3620 -21.6364 5.3428 0.12
H -13.1305 -23.1899 5.7306 0.12
H -14.5774 -21.4046 4.4302 0.09
H -14.3150 -20.2675 5.6437 0.10
H -15.9891 -22.7695 6.0299 0.11
H -16.5108 -21.1643 6.1267 0.11
H -16.7801 -19.9877 7.8695 0.08
H -15.9449 -20.4160 9.4592 0.08
H -15.1031 -19.6050 8.1789 0.07
H -16.5748 -23.6536 7.8281 0.07
H -16.2985 -22.9317 9.4735 0.07
H -17.5376 -22.4261 8.3077 0.08
H -11.4367 -20.1452 7.2776 0.07
H -12.1463 -20.3944 8.8070 0.08
H -12.9850 -19.6537 7.3734 0.05
H -13.7903 -22.9129 9.9806 0.11
C -10.8629 -15.2317 1.8323 -0.03
C -11.3622 -14.5509 0.5599 -0.51
C -10.1633 -14.5444 -0.4336 -0.09
C -10.6320 -14.0352 -1.8969 -0.14
C -11.8783 -14.8527 -2.3565 -0.16
C -13.0294 -15.0371 -1.3387 -0.42
N -12.5113 -15.3149 0.0409 -0.15
O -13.4392 -15.5594 0.9944 0.01
C -13.8620 -13.7105 -1.3594 -0.02
C -13.8419 -16.2602 -1.9027 -0.02
C -11.6818 -13.0926 0.8206 -0.03
H -10.9433 -16.2957 1.6096 0.06
H -11.5842 -15.0020 2.6165 0.08
H -9.8206 -15.0904 2.1179 0.08
H -9.2121 -14.0793 -0.1745 0.11
H -9.8708 -15.5902 -0.5274 0.09
H -9.8902 -14.2005 -2.6782 0.10
H -10.9514 -12.9965 -1.9819 0.09
H -11.6225 -15.7805 -2.8682 0.10
H -12.1814 -14.2213 -3.1918 0.11
H -14.1466 -13.3765 -0.3617 0.06
H -13.5335 -12.8662 -1.9655 0.08
H -14.8559 -13.9369 -1.7455 0.07
H -14.8851 -16.1282 -1.6156 0.05
H -13.8542 -16.3775 -2.9863 0.08
H -13.5905 -17.1929 -1.3978 0.07
H -11.5601 -12.4038 -0.0154 0.08
H -11.0942 -12.8286 1.6999 0.09
H -12.6977 -12.9273 1.1796 0.07
H -13.9480 -14.7457 0.9692 0.08
C -17.0316 -18.2787 0.2377 -0.03
C -18.2783 -18.4896 -0.6113 -0.45
C -19.0284 -19.8595 -0.2830 -0.14
C -19.6399 -19.9373 1.1187 -0.19
C -20.6246 -18.7909 1.2179 -0.12
C -20.1436 -17.3192 0.8180 -0.41
N -19.3053 -17.4488 -0.4339 -0.16
O -18.8059 -16.2756 -0.9453 -0.02
C -21.3868 -16.4514 0.2511 -0.03
C -19.4273 -16.6044 1.9166 -0.05
C -17.8106 -18.5215 -2.1357 -0.03
H -16.4010 -17.4705 -0.1327 0.07
H -16.4500 -19.1912 0.1065 0.08
H -17.2195 -18.0373 1.2839 0.07
H -19.8791 -20.0094 -0.9479 0.11
H -18.4281 -20.7170 -0.5871 0.11
H -18.7655 -19.7977 1.7544 0.10
H -20.1454 -20.8853 1.3028 0.12
H -20.7808 -18.8462 2.2952 0.11
H -21.5612 -19.0501 0.7242 0.11
H -22.2199 -16.2724 0.9308 0.07
H -21.1172 -15.4444 -0.0672 0.07
H -21.9763 -16.8647 -0.5674 0.08
H -20.1613 -16.0612 2.5118 0.08
H -19.0397 -17.3263 2.6355 0.08
H -18.6320 -15.9140 1.6353 0.09
H -17.0766 -17.8029 -2.5002 0.06
H -18.6780 -18.4606 -2.7930 0.08
H -17.3240 -19.4167 -2.5229 0.07
H -19.6140 -15.9370 -1.3377 0.09
C -15.9587 -12.1521 7.6976 0.00
C -14.7128 -13.1502 7.7761 -0.43
C -14.9408 -14.3552 8.7001 -0.12
C -15.9888 -15.2940 7.9978 -0.18
C -15.4421 -15.9297 6.7242 -0.15
C -14.9330 -14.8025 5.6753 -0.37
N -14.2411 -13.6331 6.4215 -0.17
O -13.8680 -12.6331 5.6053 0.00
C -13.8654 -15.5336 4.8824 -0.04
C -16.2441 -14.3372 4.8710 -0.01
C -13.4112 -12.5236 8.4166 -0.05
H -16.1893 -11.9653 6.6487 0.05
H -15.8437 -11.1079 7.9883 0.07
H -16.8643 -12.6446 8.0516 0.07
H -14.0011 -14.8411 8.9628 0.12
H -15.4138 -14.0304 9.6268 0.12
H -16.9093 -14.8292 7.6446 0.10
H -16.2553 -16.1372 8.6352 0.10
H -16.2399 -16.5241 6.2789 0.11
H -14.6561 -16.5980 7.0759 0.10
H -13.6977 -14.8655 4.0377 0.07
H -12.9511 -15.7239 5.4446 0.07
H -14.2065 -16.5266 4.5898 0.08
H -16.2797 -14.5024 3.7942 0.06
H -17.1322 -14.9472 5.0365 0.06
H -16.5632 -13.2975 4.9441 0.06
H -13.2385 -12.5891 9.4909 0.06
H -13.3452 -11.4513 8.2325 0.08
H -12.5322 -13.0091 7.9927 0.08
H -13.0071 -12.4453 5.9862 0.09
C -12.1964 -18.6322 2.9983 -0.06
O -11.3008 -17.7091 3.6781 -0.20
C -10.9912 -18.1184 4.9483 -0.25
C -10.4764 -16.8973 5.7681 -0.18
N -9.0256 -17.0061 5.9133 -0.06
C -8.3786 -16.8660 4.6488 -0.21
C -6.9970 -16.1130 4.8852 -0.19
O -7.0971 -14.8394 5.5314 -0.22
C -7.8421 -13.7280 4.8884 -0.05
H -11.8898 -19.6578 3.2037 0.07
H -12.0518 -18.5261 1.9231 0.05
H -13.2678 -18.6291 3.1988 0.08
H -10.1419 -18.7959 4.8599 0.12
H -11.8111 -18.4854 5.5658 0.10
H -10.9003 -16.9853 6.7684 0.11
H -10.8332 -15.9675 5.3251 0.10
H -8.5146 -16.5355 6.6465 0.09
H -8.8572 -16.5385 3.7259 0.10
H -8.1154 -17.8886 4.3783 0.10
H -6.4329 -16.1206 3.9525 0.11
H -6.3823 -16.7301 5.5404 0.11
H -8.8467 -13.6522 5.3045 0.08
H -7.9636 -13.8007 3.8076 0.08
H -7.3787 -12.8014 5.2273 0.06
C -10.7810 -12.3990 10.9622 -0.09
O -10.7648 -13.6562 11.6593 -0.20
C -9.5100 -14.3287 11.5103 -0.24
C -9.4969 -15.1865 10.2917 -0.20
N -8.2834 -15.8334 9.7893 -0.05
C -7.2809 -14.9345 9.3385 -0.25
C -6.0837 -15.6222 8.6329 -0.13
O -5.2901 -16.1392 9.8085 -0.20
C -4.1907 -16.8948 9.3145 -0.14
H -10.1430 -11.8603 11.6629 0.09
H -11.7810 -11.9784 11.0676 0.08
H -10.4408 -12.4672 9.9289 0.07
H -9.2886 -14.7434 12.4937 0.13
H -8.6694 -13.6386 11.4375 0.10
H -9.8112 -14.6197 9.4154 0.12
H -10.2280 -15.9412 10.5815 0.12
H -7.8045 -16.6132 10.2167 0.12
H -6.9705 -14.1369 10.0134 0.11
H -7.7020 -14.2983 8.5600 0.10
H -5.5100 -14.9246 8.0227 0.12
H -6.4106 -16.4962 8.0696 0.11
H -3.6214 -17.2803 10.1604 0.08
H -3.4329 -16.3757 8.7277 0.09
H -4.5374 -17.8207 8.8556 0.07
C -5.9544 -19.4679 1.5920 -0.11
O -5.1200 -18.4516 1.0738 -0.22
C -5.3531 -18.1331 -0.3293 -0.15
C -4.0091 -17.7079 -1.0189 -0.20
N -3.9273 -17.7870 -2.4450 -0.07
C -4.2429 -19.0699 -3.1964 -0.18
C -3.1253 -20.0714 -3.1838 -0.20
O -3.1251 -20.9088 -1.9591 -0.20
C -1.8988 -20.8977 -1.1571 -0.10
H -5.5734 -20.3836 1.1400 0.09
H -7.0156 -19.2960 1.4121 0.08
H -5.6547 -19.4456 2.6398 0.09
H -6.0722 -17.3150 -0.3721 0.11
H -5.8689 -18.9869 -0.7686 0.10
H -3.1550 -18.3257 -0.7414 0.09
H -3.6630 -16.7851 -0.5534 0.11
H -2.9945 -17.5671 -2.7637 0.09
H -4.4373 -18.9393 -4.2610 0.11
H -5.1878 -19.5158 -2.8858 0.11
H -2.1930 -19.6449 -3.5541 0.12
H -3.3362 -20.8357 -3.9317 0.11
H -1.9806 -20.4531 -0.1653 0.07
H -0.9850 -20.5910 -1.6661 0.08
H -1.8432 -21.9368 -0.8326 0.07
C -2.2246 -11.3290 -1.3654 -0.10
O -2.9587 -11.5448 -0.1562 -0.20
C -3.0440 -12.9010 0.2494 -0.21
C -3.8171 -13.0574 1.6075 -0.16
N -3.2068 -12.3026 2.7552 -0.04
C -3.9059 -12.5371 3.9879 -0.25
C -3.7510 -11.3862 4.9789 -0.16
O -3.9847 -10.1561 4.2315 -0.21
C -5.3128 -9.8225 4.0311 -0.13
H -2.4776 -10.3717 -1.8211 0.08
H -2.6372 -12.0340 -2.0870 0.08
H -1.1460 -11.4510 -1.2653 0.09
H -2.0076 -13.2278 0.3339 0.12
H -3.5497 -13.5304 -0.4829 0.11
H -3.9041 -14.1054 1.8942 0.11
H -4.8590 -12.7456 1.5339 0.10
H -3.1952 -11.3158 2.5405 0.10
H -3.5741 -13.3760 4.5998 0.12
H -4.9670 -12.7176 3.8157 0.10
H -2.7457 -11.4256 5.3984 0.12
H -4.3511 -11.3816 5.8888 0.11
H -5.3587 -8.7529 4.2359 0.09
H -5.9687 -10.2804 4.7716 0.06
H -5.6033 -9.9728 2.9914 0.09
C -10.4224 -18.6140 -0.3926 -0.12
O -9.5248 -19.6840 -0.4866 -0.21
C -9.6823 -20.7607 0.5244 -0.15
C -10.9440 -21.6182 0.2936 -0.17
N -12.3087 -20.9730 0.2497 -0.07
C -13.3430 -21.9914 0.0896 -0.19
C -13.8646 -22.5348 1.4954 -0.17
O -14.6285 -23.7430 1.2540 -0.19
C -15.6174 -24.0194 2.2015 -0.12
H -9.8967 -17.8764 0.2138 0.08
H -11.3760 -18.8689 0.0698 0.04
H -10.5920 -18.2072 -1.3895 0.09
H -9.7206 -20.1351 1.4162 0.10
H -8.8160 -21.4017 0.6876 0.12
H -10.9117 -22.4469 1.0009 0.11
H -10.8494 -22.0917 -0.6836 0.11
H -12.3726 -20.1543 -0.3383 0.08
H -12.9611 -22.7662 -0.5752 0.11
H -14.1767 -21.5140 -0.4254 0.11
H -14.2697 -21.6932 2.0572 0.10
H -13.0014 -22.8721 2.0691 0.11
H -16.4373 -23.3764 1.8814 0.08
H -15.4222 -23.6856 3.2206 0.07
H -15.8900 -25.0746 2.2215 0.09
C -7.4559 -5.8097 11.0514 -0.09
O -6.5842 -6.1735 9.9892 -0.23
C -5.5763 -7.1038 10.3355 -0.21
C -5.7508 -8.2074 9.2554 -0.22
N -6.9450 -8.9646 9.3571 -0.07
C -6.7038 -10.3373 9.1113 -0.19
C -8.0391 -10.8869 8.5198 -0.12
O -7.8996 -11.0189 7.0306 -0.22
C -8.2128 -9.8661 6.3069 -0.16
H -8.0642 -4.9389 10.8070 0.09
H -6.7975 -5.5349 11.8754 0.08
H -7.9715 -6.7494 11.2495 0.09
H -5.6178 -7.4371 11.3725 0.12
H -4.6405 -6.5549 10.2297 0.12
H -4.8535 -8.8259 9.2767 0.12
H -5.7310 -7.6289 8.3318 0.12
H -7.4946 -8.5151 8.6388 0.10
H -6.5268 -10.8230 10.0709 0.12
H -5.9284 -10.4819 8.3591 0.11
H -9.0077 -10.4183 8.6942 0.12
H -8.1140 -11.9586 8.7039 0.09
H -9.1395 -9.3980 6.6388 0.09
H -8.3473 -10.2193 5.2845 0.08
H -7.5371 -9.0235 6.1599 0.08
```